{
  "formula": "C37H49BrMgN2P2S",
  "method": "ωB97M-V with the def2-TZVPD basis set",
  "gap_ha": 0.11745,
  "e_above_lowest_kcal_mol": 78.67,
  "total_charge": 2,
  "homo_ev": -11.3,
  "e_tot_ev": -147022.109,
  "elements": ["H", "C", "H", "H", "C", "H", "C", "H", "C", "C", "H", "C", "C", "H", "C", "H", "H", "H", "H", "H", "H", "C", "H", "C", "Br", "C", "C", "P", "H", "C", "C", "H", "C", "C", "C", "C", "H", "C", "H", "H", "H", "Mg", "H", "H", "H", "H", "H", "S", "C", "H", "C", "C", "H", "H", "H", "H", "H", "C", "C", "C", "C", "H", "H", "C", "H", "C", "H", "N", "H", "N", "H", "C", "C", "H", "H", "H", "H", "H", "H", "C", "C", "H", "C", "H", "H", "H", "C", "C", "H", "C", "H", "C", "P"],
  "coordinates": [[-0.326, -1.266, -1.668], [-1.824, 4.060, -2.534], [-2.433, -2.167, -5.431], [1.255, 3.344, -1.062], [-3.523, -3.256, -0.926], [1.893, -2.578, -2.031], [-0.798, -0.428, 4.398], [-0.926, 3.244, 1.789], [1.265, -0.075, -0.606], [2.587, -3.856, 0.946], [2.533, -1.556, 6.014], [-0.013, 2.862, 4.269], [0.367, 0.191, 4.008], [3.726, 0.006, 1.340], [-2.803, -1.706, -3.326], [-0.355, -2.877, -2.846], [2.523, -4.300, 1.943], [5.686, -1.880, -0.183], [-4.779, -4.932, -1.469], [1.499, 4.225, 7.028], [-1.050, 6.614, -2.625], [-1.318, 3.092, -1.898], [2.106, -1.993, 2.009], [-1.680, 4.377, -5.061], [-0.716, -1.704, 0.910], [-1.308, 3.310, 4.479], [-3.245, -1.803, -4.794], [-2.682, -3.348, -2.552], [-2.885, -3.760, -0.183], [-0.576, 4.471, 6.482], [1.993, -2.474, 1.028], [-3.515, -0.803, -5.150], [1.579, -0.228, 4.562], [5.317, -1.357, 0.711], [-0.964, 7.008, -4.768], [-0.799, -1.427, 5.390], [0.687, -5.019, -2.629], [-0.894, 0.725, -1.599], [-0.670, 8.050, -4.648], [-0.738, -3.311, -1.147], [4.344, -0.806, -2.735], [-2.417, 2.855, -0.243], [0.850, -2.562, 0.853], [2.002, -4.491, 0.270], [-5.391, -4.035, -0.069], [3.628, -3.857, 0.618], [-4.097, -2.481, -4.934], [0.159, 1.787, 2.847], [-0.891, -3.592, -2.204], [-0.854, -5.390, -3.425], [-1.409, 5.220, -6.161], [0.724, 3.973, 6.296], [-1.736, -1.901, 5.691], [2.686, -0.179, -2.939], [2.422, 1.532, 0.296], [-1.729, -0.128, 3.929], [2.513, 0.222, 4.246], [-4.895, -3.933, -1.040], [-1.629, 4.886, -3.742], [0.834, 2.326, -0.893], [-0.403, -5.008, -2.503], [-0.805, 5.128, 7.332], [2.013, 2.726, 5.085], [1.564, 1.270, -0.336], [-5.553, -3.363, -1.710], [-1.228, 6.228, -3.625], [4.353, 0.294, -0.313], [-1.051, 6.487, -5.990], [0.408, -2.582, 6.784], [-1.093, 2.219, 1.782], [-2.616, 4.482, 5.719], [1.592, -1.228, 5.563], [-1.595, 4.128, 5.579], [5.133, -2.101, 1.498], [-1.476, 4.832, -7.176], [6.126, -0.699, 1.066], [-1.812, -1.239, -3.252], [-2.088, 2.984, 3.795], [3.603, -2.867, -1.660], [-0.460, 2.046, -1.386], [3.297, -1.091, -2.907], [-3.523, -1.139, -2.716], [1.017, 3.154, 5.195], [3.224, -1.575, -3.887], [-1.700, 0.553, -2.341], [-0.654, -5.701, -1.695], [2.851, -2.073, -1.821], [4.074, -0.491, 0.414], [-1.856, 3.315, -5.211], [-0.016, -0.308, -1.251], [-3.603, -2.198, -0.648], [0.400, -1.813, 5.997], [2.563, -1.290, -0.212]]
}

***

{
  "formula": "C37H50BF16N5O8P2S",
  "method": "ωB97M-V with the def2-TZVPD basis set",
  "smiles": "CCCc1c(ON=O)c(N=C(C)C)c(CC)c2c1Sc1cc(P(=N)(O)O)c(B(N)O)c(CCCO)c1N2P(CC)CC.FC(F)C(F)(F)COC(F)(F)C(F)F.FC(F)C(F)(F)COC(F)(F)C(F)F",
  "gap_ha": 0.26753,
  "e_above_lowest_kcal_mol": 0.00,
  "homo_ev": -7.7,
  "e_tot_ev": -136579.729,
  "elements": ["C", "C", "C", "H", "H", "O", "C", "C", "H", "C", "O", "H", "H", "H", "H", "H", "F", "C", "O", "C", "C", "H", "S", "H", "F", "H", "C", "B", "N", "H", "F", "C", "C", "H", "H", "C", "C", "H", "H", "C", "H", "H", "O", "H", "C", "O", "H", "C", "F", "C", "H", "P", "C", "H", "H", "H", "F", "C", "H", "C", "C", "C", "C", "C", "C", "F", "H", "H", "H", "H", "C", "N", "C", "H", "H", "F", "H", "P", "H", "H", "O", "F", "H", "H", "F", "C", "H", "N", "F", "H", "N", "H", "C", "F", "O", "N", "C", "H", "H", "F", "F", "C", "C", "H", "O", "C", "F", "F", "H", "C", "H", "H", "H", "F", "C", "H", "H", "H", "H", "C"],
  "coordinates": [[2.880, 1.674, -3.666], [6.714, -1.381, 0.043], [-3.247, -0.430, 1.339], [0.396, 4.321, -0.018], [-0.745, 2.086, 1.521], [-1.545, -3.726, -1.188], [-0.171, 2.250, 2.437], [-0.766, 4.330, -6.203], [-7.056, -6.997, 3.602], [1.256, -3.927, 0.973], [6.015, 1.199, -3.290], [-8.670, -6.535, 3.175], [-1.383, -0.232, 2.426], [-3.819, -1.291, 0.959], [-2.008, 1.839, 3.567], [-1.125, 3.346, 4.074], [-3.510, 6.477, -6.739], [-1.812, 8.034, -6.169], [6.174, 2.208, -1.370], [6.517, 0.116, 0.474], [-1.821, -0.870, 1.654], [3.109, -5.910, 0.163], [4.019, -1.148, 1.901], [-3.269, 0.385, 0.598], [-7.835, -3.948, 2.656], [0.540, 2.014, -0.071], [2.656, 1.797, -0.416], [-1.245, -3.829, 0.182], [0.210, -6.358, 1.916], [2.338, 1.804, -4.611], [0.131, 5.286, -5.896], [-1.472, 6.022, -7.834], [2.597, 1.712, 3.481], [-1.690, -4.943, 1.858], [2.195, 1.133, -3.010], [-6.912, -3.907, 6.119], [-5.764, -5.006, 2.183], [3.231, 3.849, -5.134], [-0.598, 0.093, 0.164], [-1.648, 3.948, -5.008], [-0.449, 6.387, -7.929], [0.901, -5.309, -1.245], [2.661, -6.289, 0.938], [1.660, 4.540, -1.301], [5.019, 1.734, -0.740], [0.661, -6.057, -0.675], [-5.324, -5.955, 1.866], [3.066, 0.860, 4.691], [-0.052, 3.238, -6.556], [0.263, -1.800, 0.712], [0.346, 3.212, 2.308], [1.135, -5.738, 0.851], [3.262, 3.050, -3.144], [-1.505, -1.312, -0.464], [7.495, -1.379, -0.722], [-1.827, 5.900, -8.857], [-7.466, -6.031, 6.898], [2.527, -1.995, 1.421], [4.082, 1.148, 4.983], [-7.268, -5.154, 2.431], [-1.038, 2.317, 3.717], [1.296, 2.426, -0.737], [-7.721, -6.136, 3.532], [2.726, 0.748, 0.487], [3.978, 0.219, 0.749], [-1.347, 7.386, -5.086], [3.767, 4.998, -3.934], [-2.236, 3.058, -5.242], [-4.848, -0.140, 2.441], [3.420, 1.992, 2.814], [3.048, 4.195, -4.108], [1.536, 0.234, 1.090], [7.125, -2.268, 1.233], [6.795, -3.302, 1.072], [3.739, 1.039, -3.888], [-2.775, 8.881, -5.738], [3.298, -3.979, 1.628], [1.137, 0.942, 2.657], [6.656, 0.151, 1.564], [-7.828, -3.529, 6.576], [-3.898, -0.016, 2.544], [-5.095, -4.562, 3.261], [5.762, -1.735, -0.362], [-2.969, -3.982, 1.313], [-2.816, 7.876, -8.251], [5.134, 0.689, 0.165], [-0.549, -6.866, 1.469], [-2.152, -4.525, 1.054], [-2.492, 4.937, -4.674], [2.440, 1.107, 5.554], [3.761, 3.333, -2.003], [7.271, 0.777, 0.051], [3.788, 2.285, -1.043], [-5.553, -4.095, 1.198], [-1.504, 4.690, -7.316], [6.665, 1.231, -2.330], [-0.934, -0.921, 0.383], [1.020, 2.228, -1.775], [2.014, 4.555, -4.073], [-0.866, 3.694, -3.931], [-7.799, -5.617, 1.264], [-7.066, -5.395, 5.777], [1.462, -1.194, 1.082], [-1.001, 8.628, -6.598], [-8.046, -5.622, 4.824], [-2.404, 7.086, -7.218], [-5.903, -5.962, 5.410], [-6.647, -3.169, 5.026], [-1.894, -1.871, 2.099], [2.446, -3.358, 1.370], [6.671, -1.936, 2.167], [3.003, -0.201, 4.452], [-0.529, 1.767, 4.522], [-5.885, -3.744, 6.982], [1.340, 3.962, -0.433], [2.138, 4.102, 0.306], [-2.273, -3.112, -1.346], [8.209, -2.306, 1.385], [2.232, 2.656, 3.914], [0.136, -3.180, 0.646]]
}

***

{
  "formula": "C37H50BrNO8",
  "method": "ωB97M-V with the def2-TZVPD basis set",
  "smiles": "COCC1=CC(=O)c2cc(Cc3ccccc3)c(C[C@@H](C)Br)c(CCCCN(C)C(C)=O)c2C1=O.CCOC(C)=O.CCOC(C)=O",
  "gap_ha": 0.24603,
  "homo_ev": -8.5,
  "e_tot_ev": -127065.240,
  "elements": ["H", "C", "H", "C", "C", "H", "H", "H", "C", "C", "C", "O", "C", "O", "H", "C", "H", "C", "H", "C", "H", "H", "C", "C", "O", "C", "H", "H", "C", "H", "H", "C", "H", "O", "H", "C", "H", "H", "H", "H", "H", "H", "O", "C", "C", "H", "H", "H", "O", "C", "H", "H", "C", "C", "H", "C", "C", "H", "C", "H", "C", "H", "H", "H", "H", "H", "H", "C", "C", "O", "C", "C", "H", "C", "H", "H", "H", "O", "C", "H", "H", "H", "H", "C", "C", "N", "C", "H", "H", "H", "C", "C", "H", "H", "H", "Br", "C"],
  "coordinates": [[-4.132, 2.578, -0.647], [-0.014, -3.457, -0.901], [-1.851, -5.796, -0.613], [3.476, 2.019, 2.822], [-2.356, 1.030, -1.007], [-2.659, 0.359, 2.756], [-5.355, -7.783, -3.846], [1.149, -1.138, 1.009], [1.282, -2.716, -3.189], [-2.829, 4.980, 0.501], [-0.271, 6.077, 1.264], [2.487, -5.443, -0.539], [0.694, -0.547, 1.941], [-6.822, -7.520, -1.774], [0.128, 2.806, -0.816], [6.156, 5.416, -2.160], [3.044, -5.014, -2.570], [-1.921, 6.135, 1.286], [1.702, 0.323, 3.865], [-3.482, -7.210, -0.535], [6.465, 5.414, -3.209], [4.170, 6.237, -2.557], [-1.595, 0.326, -2.294], [4.642, 7.714, -0.290], [3.556, 6.264, 1.245], [-1.571, -2.119, 1.891], [-3.108, 2.881, -2.226], [-6.305, -0.555, 3.120], [-0.062, -1.805, -3.593], [6.583, 6.298, -1.675], [0.426, 6.853, 1.800], [-3.052, 2.540, -1.108], [-2.435, 7.038, 1.855], [-0.493, -1.663, -4.858], [-4.801, -0.502, 0.792], [-5.608, -7.340, -1.791], [2.745, -5.692, 1.648], [4.600, 1.705, 2.913], [1.838, -4.093, 1.116], [6.590, 4.542, -1.663], [-3.239, -7.541, 0.480], [4.264, 4.486, -2.530], [-0.397, -4.538, -0.200], [1.321, -3.524, -1.904], [-0.315, -1.510, 2.809], [2.186, 0.873, -1.299], [0.322, -2.444, 3.188], [-4.002, 5.136, 0.562], [4.234, 5.321, -0.669], [2.039, -0.055, 2.805], [-3.835, -7.453, -3.055], [-3.172, -5.431, -1.741], [4.079, 6.392, 0.142], [2.660, -4.432, -1.601], [-1.560, 0.938, -3.303], [-3.089, 0.776, 1.744], [-4.879, -7.151, -3.089], [4.053, 1.085, -1.444], [4.645, 5.392, -2.047], [-0.736, -0.936, 3.738], [-0.848, -1.133, -2.283], [1.639, 4.746, 0.419], [-3.031, 1.956, 1.674], [-3.034, -7.942, -1.214], [5.653, 7.822, 0.108], [3.453, 3.086, 2.300], [-3.387, -5.115, -0.027], [-0.474, 3.669, -0.289], [-2.937, -5.811, -0.743], [4.146, -0.496, 0.722], [2.685, -4.846, 0.809], [-4.679, 0.258, 1.704], [0.186, 0.474, 1.589], [3.338, 0.596, 0.743], [2.968, 2.177, 3.886], [3.704, -4.229, 0.882], [-4.785, 0.028, 4.075], [-4.918, -7.221, -0.633], [-2.137, 3.697, -0.320], [-1.492, -3.284, 1.817], [-4.954, -6.105, -3.394], [2.794, -0.948, 2.916], [4.007, 8.509, 0.117], [-1.568, -1.351, 0.418], [3.142, 1.327, -0.748], [2.620, 1.107, 1.972], [-2.336, 0.133, 0.404], [-2.549, -1.850, 2.518], [2.235, -2.764, -3.883], [3.571, -3.727, -1.293], [-5.120, -0.542, 3.084], [-0.821, -2.012, -0.889], [2.947, 2.482, -0.666], [4.651, 7.857, -1.369], [-4.717, -1.665, 3.098], [-5.994, 1.761, 1.480], [0.450, 4.831, 0.464]]
}

***

{
  "formula": "C37H50N3O3P2PtS3",
  "method": "ωB97M-V with the def2-TZVPD basis set",
  "gap_ha": [0.21321, 0.21606],
  "e_above_lowest_kcal_mol": 77.55,
  "total_charge": 1,
  "homo_ev": [-9.9, -9.9],
  "e_tot_ev": -104117.804,
  "elements": ["N", "N", "C", "H", "H", "C", "H", "H", "C", "H", "C", "C", "C", "S", "C", "C", "C", "H", "C", "C", "C", "H", "H", "H", "H", "C", "C", "H", "C", "C", "C", "C", "C", "H", "H", "C", "H", "H", "P", "H", "P", "S", "C", "H", "C", "Pt", "H", "H", "H", "S", "C", "C", "C", "H", "H", "H", "H", "H", "H", "H", "H", "O", "C", "C", "N", "C", "H", "H", "H", "H", "C", "C", "H", "C", "H", "C", "H", "H", "O", "H", "C", "H", "C", "C", "O", "H", "H", "H", "H", "C", "H", "H", "H", "H", "H", "H", "C", "H", "H"],
  "coordinates": [[3.692, -1.914, 1.898], [-2.440, -2.402, 1.238], [5.620, -3.699, 4.392], [-4.496, 5.464, 1.750], [-3.240, -2.996, 1.111], [3.597, -2.878, 5.438], [-1.933, -0.239, -3.556], [3.946, -2.996, -1.951], [-0.912, -1.166, 3.982], [2.425, -1.270, -3.356], [-0.965, 5.395, -2.235], [-1.017, -4.326, 0.854], [2.569, -1.530, -1.217], [-0.125, 3.107, -3.035], [-0.487, 4.311, -4.210], [4.791, -3.543, 5.519], [-2.381, -1.183, -1.669], [4.737, -1.525, -1.392], [2.569, -1.253, 1.817], [1.036, 4.273, -0.023], [-1.195, 4.935, 1.817], [1.618, 3.172, 3.637], [-2.449, 5.926, 3.323], [-0.246, 5.024, 2.311], [1.567, -3.220, -0.322], [3.927, -2.220, -1.186], [2.426, -0.649, -2.462], [-1.216, 6.335, -4.202], [3.866, 0.585, 0.282], [-0.857, 2.107, 3.943], [3.186, -2.334, 4.205], [-2.808, -0.534, -2.979], [-1.189, -2.854, 1.111], [2.494, 1.694, 3.220], [1.317, 1.957, 5.800], [5.260, -3.166, 3.186], [2.962, -2.746, 6.300], [-3.428, -1.194, -3.580], [0.149, -0.164, 2.866], [-3.711, 1.053, -0.326], [2.297, -0.367, 0.237], [-3.037, 4.401, 0.118], [2.199, 3.578, -0.107], [1.493, -0.082, -2.426], [-3.471, 5.203, 1.577], [0.128, 0.564, 0.580], [4.347, 4.029, 0.088], [-1.500, -1.817, -1.765], [-3.438, 1.552, -3.153], [1.313, 5.959, 0.248], [-1.371, 4.378, 0.587], [-3.564, 0.702, -2.485], [1.709, -1.122, 2.941], [-1.190, 2.306, 2.923], [-0.748, 3.058, 4.458], [5.886, -3.248, 2.312], [-0.986, -2.187, 3.621], [-1.261, 6.211, -1.601], [-2.335, 1.879, -1.094], [0.489, -2.067, -1.118], [1.232, 2.322, 2.136], [-0.224, -2.103, 1.213], [-2.944, 0.975, -1.107], [-0.347, 3.738, -0.324], [2.019, -1.661, 4.092], [0.955, 1.043, 5.332], [4.677, -0.109, 0.499], [-0.442, -1.175, 4.963], [5.114, -3.959, 6.460], [-0.055, -4.652, 1.236], [4.040, -2.474, 3.073], [-0.927, 5.462, -3.645], [-0.354, 4.095, -5.250], [1.524, 2.188, 3.182], [1.767, 0.318, 5.319], [1.454, -2.568, -1.186], [-4.630, 0.490, -2.387], [2.207, 2.525, -0.326], [-2.073, -0.116, -0.788], [3.658, 6.532, 0.456], [3.335, 4.393, 0.089], [-1.906, -0.730, 4.051], [-0.568, 4.185, -1.763], [3.010, 5.695, 0.290], [-0.461, 2.377, -0.293], [4.095, -2.682, -0.217], [3.252, 0.055, -2.548], [3.827, 1.337, 1.067], [-2.575, -1.400, 1.279], [-2.398, 5.423, 2.375], [4.034, 1.079, -0.673], [0.153, 0.655, 5.953], [-1.030, -4.486, -0.222], [-3.212, -1.775, -1.254], [1.471, -3.171, -2.091], [-1.802, -4.921, 1.308], [0.476, 1.360, 3.920], [6.553, -4.233, 4.488], [-1.626, 1.535, 4.460]]
}